The following is a quantum chemistry calculation of C3H10N2O3 as an isolated structure in a non-equilibrium geometry, from OMol25.

Last column: Löwdin charge in e.
Geometry (Å):
C -0.175 -0.168 1.451  -0.18
C -0.579 1.278 1.721  -0.15
C -0.652 -0.999 -0.332  -0.59
O -1.703 -0.270 -0.759  0.09
O -0.649 -2.210 -0.319  0.04
H -1.391 0.607 -1.036  0.10
H 0.770 -0.440 1.946  0.09
H -0.898 -0.851 1.897  0.09
H -1.559 1.505 1.290  0.06
H 0.140 1.989 1.302  0.06
H -0.659 1.489 2.792  0.07
N 0.844 -0.358 -0.957  -0.20
N 0.724 0.657 -1.910  0.08
O 1.675 -1.433 -1.402  0.00
H 1.123 -2.212 -1.167  0.09
H 0.790 -0.074 0.209  0.15
H 1.552 1.244 -1.886  0.10
H 0.648 0.245 -2.839  0.11

Output
total charge = 0
Kohn-Sham gap = 9.3 eV
spin multiplicity = 1



The following is a quantum chemistry calculation of C38H69BrN6O6RbS2SbSeSi4 as an isolated structure in a non-equilibrium geometry, from OMol25.

Last column: Löwdin charge in e.
Geometry (Å):
Rb -0.112 1.159 0.818  0.76
O -0.121 3.356 3.762  -0.32
S 0.799 4.008 2.851  0.44
O 0.750 5.468 2.890  -0.36
O 0.725 3.504 1.483  -0.52
C 2.486 3.608 3.403  -0.19
C 3.104 4.642 4.098  -0.08
C 4.400 4.534 4.581  -0.10
C 5.106 3.365 4.363  -0.09
C 4.499 2.324 3.677  -0.07
C 3.199 2.416 3.192  -0.19
S 2.615 0.895 2.368  0.39
O 1.292 0.663 2.931  -0.48
O 3.598 -0.111 2.710  -0.33
O 2.575 1.201 0.937  -0.47
H 2.544 5.555 4.243  0.10
H 4.844 5.363 5.119  0.09
H 6.121 3.250 4.725  0.09
H 5.026 1.393 3.514  0.10
Br -5.117 2.330 -0.196  0.74
C -4.371 2.027 1.533  -0.74
C -5.169 2.238 2.645  -0.12
C -4.580 2.053 3.888  -0.06
C -3.254 1.666 3.958  -0.05
C -2.571 1.462 2.772  -0.18
N -3.118 1.641 1.568  0.04
H -6.199 2.542 2.534  0.09
H -5.159 2.215 4.789  0.10
H -2.738 1.525 4.897  0.12
H -1.539 1.144 2.791  0.03
C -1.122 5.650 0.103  -0.02
N 0.008 5.364 -0.767  -0.10
C 1.316 5.298 -0.332  -0.05
C 2.056 4.878 -1.375  -0.03
N 1.187 4.689 -2.440  -0.12
C 1.548 4.171 -3.740  -0.08
C -0.073 4.997 -2.062  -0.72
Se -1.584 4.981 -3.142  0.60
H -0.830 6.418 0.816  0.09
H -1.366 4.750 0.661  0.09
H -1.961 5.970 -0.508  0.05
H 1.564 5.499 0.696  0.11
H 3.104 4.652 -1.455  0.12
H 2.606 4.363 -3.912  0.09
H 0.945 4.667 -4.499  0.06
H 1.359 3.097 -3.787  0.02
C 1.349 0.244 -6.395  -0.16
C 2.481 0.441 -5.393  -0.58
C 3.231 1.735 -5.675  -0.16
Sb 1.757 0.297 -3.321  1.56
C 1.152 -1.781 -3.565  -0.57
C -0.340 -1.768 -3.904  -0.17
C 1.403 -2.664 -2.350  -0.16
C 3.797 0.300 -2.530  -0.56
C 4.114 -0.691 -1.416  -0.14
C 4.064 1.730 -2.052  -0.18
H 1.721 0.324 -7.424  0.07
H 0.571 1.002 -6.268  0.07
H 0.875 -0.733 -6.291  0.05
H 3.181 -0.398 -5.476  0.08
H 2.558 2.596 -5.628  0.05
H 3.662 1.719 -6.683  0.07
H 4.046 1.908 -4.970  0.05
H 1.722 -2.161 -4.421  0.08
H -0.918 -1.475 -3.024  0.05
H -0.678 -2.768 -4.194  0.08
H -0.596 -1.074 -4.708  0.05
H 0.975 -2.238 -1.437  0.06
H 2.461 -2.846 -2.172  0.05
H 0.920 -3.636 -2.492  0.06
H 4.433 0.081 -3.396  0.07
H 3.432 -0.587 -0.571  0.06
H 5.118 -0.493 -1.025  0.08
H 4.094 -1.723 -1.763  0.05
H 3.502 1.934 -1.138  0.05
H 3.792 2.483 -2.799  0.03
H 5.126 1.862 -1.817  0.08
N -2.617 1.958 -4.585  0.11
C -2.770 1.144 -3.478  -0.39
C -1.858 1.241 -2.409  -0.14
N -1.943 0.466 -1.351  0.01
C -2.935 -0.435 -1.330  -0.19
C -3.814 -0.537 -2.385  -0.15
N -3.747 0.250 -3.466  0.12
H -2.204 2.860 -4.365  -0.05
H -3.456 2.026 -5.140  0.08
H -1.053 1.966 -2.457  0.06
H -2.988 -1.084 -0.463  0.06
H -4.607 -1.275 -2.370  0.10
C -4.084 -1.824 2.898  -0.23
Si -2.377 -2.601 3.254  0.28
C -2.832 -4.180 4.232  -0.23
C -1.577 -1.472 4.559  -0.22
Si -1.071 -2.781 1.309  0.37
Si 0.728 -4.033 2.158  0.28
C 0.479 -5.819 2.799  -0.23
C 1.566 -3.158 3.610  -0.22
C 2.071 -4.223 0.825  -0.24
Si -2.383 -4.406 0.218  0.28
C -2.018 -4.467 -1.649  -0.24
C -4.257 -4.045 0.277  -0.24
C -2.305 -6.246 0.730  -0.24
H -4.527 -1.471 3.837  0.02
H -4.771 -2.548 2.455  -0.01
H -4.019 -0.974 2.217  0.00
H -3.497 -3.944 5.070  0.01
H -1.936 -4.658 4.636  0.00
H -3.337 -4.907 3.589  0.00
H -2.351 -1.077 5.227  0.02
H -1.019 -0.635 4.131  0.01
H -0.869 -2.033 5.172  0.01
H -0.349 -5.890 3.507  0.00
H 1.394 -6.135 3.313  0.01
H 0.286 -6.526 1.991  0.00
H 0.968 -3.261 4.518  0.01
H 1.737 -2.095 3.431  0.01
H 2.538 -3.629 3.797  0.02
H 1.685 -4.745 -0.055  0.01
H 2.926 -4.788 1.212  0.02
H 2.431 -3.242 0.507  0.01
H -2.193 -3.491 -2.109  0.00
H -2.656 -5.204 -2.149  0.02
H -0.976 -4.738 -1.835  0.00
H -4.500 -3.010 0.022  0.01
H -4.671 -4.247 1.268  0.00
H -4.762 -4.702 -0.440  0.02
H -1.341 -6.687 0.466  0.01
H -3.085 -6.801 0.196  0.01
H -2.451 -6.385 1.802  0.01

Output
total charge = -2
Kohn-Sham gap = 5.2 eV
spin multiplicity = 1



The following is a quantum chemistry calculation of a 2-piece molecular cluster, C4H5NO2 overall in a non-equilibrium geometry, from OMol25.

Last column: Löwdin charge in e.
Geometry (Å):
O 3.243 0.059 -0.415  0.01
C 2.137 -0.144 -0.697  -0.10
C 0.663 0.471 0.606  -0.12
C -0.324 1.131 -0.247  -0.11
N -0.312 -0.352 -0.252  -0.11
C -1.384 -1.098 0.315  -0.23
O -2.324 -0.594 0.861  0.10
H 0.351 -0.763 -0.972  0.10
H 0.424 0.391 1.667  0.10
H 0.005 1.521 -1.214  0.11
H -1.247 1.562 0.139  0.11
H -1.232 -2.184 0.210  0.15

Output
total charge = 0
Kohn-Sham gap = 8.2 eV
spin multiplicity = 1



The following is a quantum chemistry calculation of an isolated molecule of C2H3N3 in a non-equilibrium geometry, from OMol25.

Last column: Löwdin charge in e.
Geometry (Å):
C 0.019 -1.236 -0.030  -0.30
C 1.504 0.538 -0.026  0.12
N 1.230 -0.605 0.094  0.04
N -1.085 -0.581 -0.079  -0.13
N -1.272 0.655 -0.054  0.02
H -0.029 -2.318 0.063  0.09
H 2.399 1.193 0.073  0.10
H -2.231 1.015 -0.015  0.05

Output
total charge = 0
Kohn-Sham gap (spin up / spin down) = 7.2 / 7.2 eV
spin multiplicity = 1



Ordered energy above the lowest of the compared OMol25 structures with the same formula, charge and spin results: 576.32 57.29 437.70 443.33; unit kJ/mol.
Ordered E results: -455.35211 -9463.70593 -360.50271 -242.10382; unit hartree.